Entry from OMol25: C57H49B2F6N8O8Sn as an isolated structure (ωB97M-V with the def2-TZVPD basis set).

Element x y z (Å)
Sn1 0.998 1.419 -0.624
F1 0.766 2.805 3.446
F2 1.947 2.060 -5.416
F3 1.582 0.744 -3.562
F4 4.041 -0.577 1.313
F5 1.532 4.830 2.714
F6 0.751 -2.048 1.375
O1 0.003 3.654 1.413
O2 0.565 2.886 -3.770
O3 2.426 2.868 1.822
O4 -1.369 0.398 8.644
O5 -7.652 4.020 -1.128
O6 5.042 -7.846 2.414
O7 -1.878 -4.570 -7.764
O8 3.013 2.596 -3.431
N1 -0.975 0.046 -1.619
N2 0.283 3.065 -2.454
N3 -0.775 1.272 1.053
N4 2.602 2.741 0.491
N5 1.313 -2.003 -1.239
N6 0.122 3.478 0.082
N7 2.911 2.595 -2.085
N8 1.890 0.348 1.564
C1 4.412 -6.717 1.983
C2 -0.732 5.205 -3.083
C3 -0.697 -0.556 5.154
C4 -0.303 4.140 -2.116
C5 5.040 -5.999 0.970
C6 -1.993 1.809 2.935
C7 -1.886 0.001 -3.746
C8 -3.839 2.346 -0.827
C9 -0.726 1.288 2.418
C10 -1.976 0.945 -1.704
C11 -1.997 1.708 0.682
C12 2.164 -2.067 1.443
C13 -5.308 4.257 -0.525
C14 0.838 -2.385 -2.405
C15 -6.380 3.533 -1.025
C16 -0.293 -3.252 -6.654
C17 5.355 2.749 -2.013
C18 2.602 -3.143 0.479
C19 4.401 -8.608 3.413
C20 -1.536 -3.879 -6.640
C21 2.643 -5.092 1.994
C22 -0.275 1.537 6.912
C23 -4.934 1.639 -1.338
C24 -1.890 -3.055 -4.413
C25 -6.181 2.222 -1.449
C26 3.983 2.699 -1.403
C27 2.497 -2.069 2.917
C28 -7.961 5.170 -0.370
C29 -1.118 -0.671 6.474
C30 -0.091 0.605 4.694
C31 2.265 -4.054 -1.841
C32 -4.053 3.668 -0.444
C33 1.446 -3.670 -2.827
C34 -1.291 5.474 -0.135
C35 -2.767 2.083 1.873
C36 0.138 1.644 5.596
C37 4.983 2.966 0.981
C38 3.264 -4.360 0.982
C39 0.151 -2.557 -5.546
C40 3.201 -6.259 2.491
C41 -2.518 0.970 -3.067
C42 -0.196 -1.740 -3.162
C43 -2.277 -0.607 9.034
C44 -2.522 1.685 -0.624
C45 -0.489 4.319 -0.663
C46 -0.928 -0.609 -2.820
C47 1.407 0.092 2.742
C48 0.247 0.746 3.245
C49 2.155 -3.025 -0.801
C50 -0.637 -2.450 -4.400
C51 2.682 -0.678 0.979
C52 -0.934 0.392 7.349
C53 2.063 -0.983 3.553
C54 3.807 2.785 0.066
C55 4.473 -4.840 0.477
C56 -2.343 -3.768 -5.516
C57 -3.114 -5.245 -7.756
B1 1.188 3.514 2.316
B2 1.773 2.059 -4.045
H1 1.118 -2.068 -5.566
H2 -3.782 2.439 1.872
H3 -4.807 0.600 -1.608
H4 1.687 -4.753 2.373
H5 -2.757 -0.246 9.941
H6 -0.797 6.422 -0.353
H7 6.033 2.089 -1.472
H8 -3.192 -5.743 -8.720
H9 5.282 2.433 -3.051
H10 -7.024 1.670 -1.844
H11 -7.541 6.078 -0.813
H12 5.981 -6.365 0.580
H13 -5.439 5.280 -0.195
H14 2.231 -0.807 4.607
H15 -3.159 -5.997 -6.963
H16 0.314 -3.325 -7.548
H17 2.638 -0.606 -0.106
H18 4.979 -4.289 -0.306
H19 -3.039 -0.784 8.271
H20 -0.292 4.995 -4.054
H21 3.421 -8.962 3.081
H22 5.762 3.763 -1.989
H23 -3.253 1.664 -3.437
H24 -9.046 5.247 -0.365
H25 -2.279 5.499 -0.598
H26 -7.602 5.076 0.659
H27 5.045 -9.464 3.598
H28 -0.109 2.347 7.611
H29 -0.857 -1.380 4.469
H30 4.281 -8.041 4.340
H31 0.620 2.544 5.234
H32 4.629 3.427 1.901
H33 -0.421 6.191 -2.741
H34 -3.955 -4.554 -7.646
H35 2.880 -4.937 -1.775
H36 5.761 3.581 0.531
H37 -1.591 -1.587 6.806
H38 -1.994 -0.262 -4.785
H39 3.073 -2.863 3.367
H40 1.234 -4.192 -3.746
H41 -1.820 5.210 -3.182
H42 -2.225 1.936 3.979
H43 -1.766 -1.551 9.249
H44 5.408 1.991 1.235
H45 -1.381 5.368 0.943
H46 -2.522 -2.978 -3.537
H47 -3.220 4.247 -0.065
H48 -3.318 -4.234 -5.481
H49 2.680 -6.801 3.267

Output
- spin multiplicity = 1
- calculated total energy (eV) = -111696.8822
- Kohn-Sham gap (spin up / spin down) (eV) = 5.02 / 4.90
- net charge = -1

Mulliken population analysis, charges in e, atoms 1 to 6: number 1, Sn, carries 1.27; number 2, F, carries 0.78; number 3, F, carries -0.36; number 4, F, carries 0.01; number 5, F, carries -0.57; number 6, F, carries -0.34

---

Entry from OMol25: a single C22H26N4O4 molecule (ωB97M-V with the def2-TZVPD basis set).

Element x y z (Å)
O1 0.129 2.845 1.367
O2 -6.286 -3.103 -0.425
O3 -0.960 1.072 1.884
O4 0.514 0.074 -0.541
N1 -5.066 0.105 -0.409
N2 -0.859 2.147 1.326
N3 -0.076 -1.536 0.962
N4 -5.923 -0.881 -0.625
C1 7.248 0.989 -0.842
C2 2.901 -1.580 1.314
C3 -3.162 4.437 -0.456
C4 -2.233 -2.475 1.433
C5 -3.156 -1.687 -1.049
C6 -1.827 -1.506 -0.731
C7 -4.190 2.254 -0.319
C8 -3.060 1.781 0.350
C9 0.744 -0.558 0.466
C10 3.926 -1.022 -0.984
C11 -1.368 -1.837 0.543
C12 -2.004 2.637 0.602
C13 5.242 -0.489 -0.422
C14 3.262 -2.071 -0.091
C15 -2.036 3.967 0.195
C16 -4.044 -2.230 -0.123
C17 -5.282 1.338 -0.611
C18 -3.560 -2.672 1.102
C19 1.986 -0.351 1.308
C20 5.944 0.441 -1.409
C21 -5.504 -2.185 -0.398
C22 -4.232 3.593 -0.707
H1 7.932 0.177 -0.604
H2 4.122 -1.483 -1.955
H3 0.160 -1.886 1.880
H4 -3.207 5.469 -0.771
H5 -6.220 1.745 -1.004
H6 3.811 -1.333 1.862
H7 2.352 -2.417 -0.588
H8 -6.896 -0.716 -0.895
H9 3.930 -2.930 0.009
H10 1.680 -0.112 2.329
H11 -1.192 4.607 0.402
H12 5.277 1.271 -1.655
H13 -4.236 -3.126 1.811
H14 7.733 1.646 -1.561
H15 3.235 -0.196 -1.153
H16 5.059 0.059 0.504
H17 2.515 0.513 0.906
H18 -3.012 0.749 0.659
H19 5.902 -1.328 -0.187
H20 -1.871 -2.778 2.405
H21 6.150 -0.102 -2.334
H22 -3.511 -1.394 -2.025
H23 2.416 -2.402 1.847
H24 -5.106 3.972 -1.217
H25 7.060 1.556 0.067
H26 -1.154 -1.060 -1.442

Output
- SMILES string = CCCCCCCC(=O)Nc1ccc(C(=O)N/N=C/c2cccc([N+](=O)[O-])c2)cc1
- spin multiplicity = 1
- calculated total energy (eV) = -37384.0935
- Kohn-Sham gap (eV) = 7.98
- net charge = 0

natural (NBO) population analysis, charges in e, atoms 1 to 6: number 1, O, carries -0.37; number 2, O, carries -0.56; number 3, O, carries -0.39; number 4, O, carries -0.62; number 5, N, carries -0.20; number 6, N, carries 0.52